[1]
2 unconnected molecules or ions with the total composition C6H12O2 at a distorted geometry, computed with the ωB97M-V functional and the def2-TZVPD basis.

```
20
Properties=species:S:1:pos:R:3:forces:R:3
C 0.49920 0.14499 2.89196 -0.72 -0.77 1.12
C -0.20999 0.01353 1.77458 1.62 -0.12 0.35
C -1.64369 -0.47491 1.76559 0.58 0.30 -0.45
C 0.54094 0.23509 0.49295 -2.18 0.23 -0.16
C -0.02356 1.13158 -0.33122 0.72 0.33 0.82
C 0.41592 1.40567 -1.70615 0.68 -1.84 -2.30
O -0.02722 0.31044 -2.62642 0.26 0.43 0.48
H -0.00662 0.04049 3.85316 -0.01 -0.07 -0.11
H 1.57432 0.14896 3.00404 0.11 0.62 -0.58
H -1.80393 -0.92236 0.78662 -0.30 -0.06 0.01
H -2.37048 0.32149 1.92057 -0.06 -0.02 0.03
H -1.74153 -1.24899 2.52049 -0.24 0.07 0.11
H 1.31438 -0.48171 0.26079 0.35 0.28 -0.19
H -0.79793 1.74746 0.11102 -0.33 -0.08 -0.23
H 1.49954 1.27151 -1.81467 -0.12 0.38 0.29
H 0.13546 2.29205 -2.26201 -0.15 0.63 0.82
H -0.93075 0.46942 -2.91530 -0.05 0.01 0.19
O 0.54219 -2.17677 -1.28484 -0.24 -1.27 0.94
H 1.05191 -2.74548 -1.86349 0.09 0.33 -0.23
H 0.62479 -1.26594 -1.53276 -0.03 0.61 -0.92
```
Positions in Å, forces in eV/Å.

Charge: 0
Gap between HOMO and LUMO in eV: 9.73
Structure (SMILES): C=C(C)/C=C/CO.O
HOMO level in eV: -8.9892
LUMO in Ha: 0.0274


[2]
C6H12O2 in the gas phase at a distorted geometry, computed with the ωB97M-V functional and the def2-TZVPD basis.

```
20
Properties=species:S:1:pos:R:3:forces:R:3
C -2.17028 1.50007 0.02919 0.75 -1.18 1.77
C -0.64301 1.37665 0.29415 -0.57 -0.26 0.06
C -0.04407 0.08255 -0.26690 1.86 -0.34 -0.14
C 0.83582 0.36304 -1.50091 -0.33 0.32 -0.15
C 0.81798 -0.60315 0.84996 -0.71 0.50 -0.71
C 1.26636 -1.98247 0.46744 -0.44 -0.72 0.35
O 1.83554 -2.30999 -0.53626 0.14 0.16 -0.15
O 0.90831 -2.88740 1.41153 -0.26 -0.17 0.31
H -2.75756 1.27932 0.93093 0.28 0.05 0.11
H -2.38538 2.51992 -0.18206 -0.63 0.51 -1.00
H -2.46764 0.68165 -0.62331 -0.25 0.76 -0.80
H -0.39936 1.41892 1.35733 -0.28 0.18 0.07
H -0.16292 2.24515 -0.14828 0.26 -0.02 -0.14
H -0.80056 -0.65077 -0.54731 -0.32 0.16 0.07
H 0.36179 1.14994 -2.09679 0.11 -0.10 -0.08
H 1.82169 0.71738 -1.19112 -0.07 0.14 0.02
H 1.01019 -0.49536 -2.14460 -0.12 -0.13 0.14
H 1.72272 -0.03345 1.06340 -0.07 0.27 0.00
H 0.14808 -0.57279 1.70256 0.42 -0.58 0.49
H 1.10232 -3.79922 1.13106 0.21 0.46 -0.21
```
Positions in Å, forces in eV/Å.

Charge: 0
Gap between HOMO and LUMO in eV: 11.24
Structure (SMILES): CC[C@@H](C)CC(=O)O
HOMO level in eV: -10.4231
LUMO in Ha: 0.0299


[3]
C6H12O2 in the gas phase at a distorted geometry, computed with the ωB97M-V functional and the def2-TZVPD basis.

```
20
Properties=species:S:1:pos:R:3:forces:R:3
C -1.58033 1.66337 0.09532 -0.28 0.02 0.05
C -1.15335 0.42733 0.09135 -2.75 -2.61 -0.03
O -2.28570 -0.76619 0.10767 3.12 2.10 -0.16
O -3.56726 -0.22733 0.07753 -0.77 0.51 0.13
C 0.20668 -0.19887 0.06093 0.13 -0.10 -0.02
C 0.75543 -0.10748 -1.37003 -0.07 -0.03 0.11
C 0.14653 -1.66916 0.48273 -0.04 0.08 0.01
C 1.12372 0.56464 1.02378 -0.14 -0.08 -0.08
H -2.63338 1.88632 0.11541 -0.15 -0.08 -0.04
H -0.90321 2.49496 0.09289 0.35 0.13 0.01
H -3.92909 -0.52841 -0.76981 0.30 0.03 0.01
H 1.75622 -0.53388 -1.40984 0.10 -0.04 -0.01
H 0.80241 0.92682 -1.70172 0.02 0.10 -0.04
H 0.11743 -0.66100 -2.05576 -0.05 -0.04 -0.08
H 1.14710 -2.09973 0.46298 0.07 0.04 -0.01
H -0.25624 -1.76249 1.48726 -0.02 -0.07 0.12
H -0.49193 -2.23381 -0.18902 0.00 -0.12 -0.03
H 1.26691 1.59104 0.69794 0.05 0.15 -0.01
H 2.09489 0.07620 1.06829 0.12 -0.01 -0.03
H 0.69551 0.57374 2.02328 0.00 0.02 0.10
```
Positions in Å, forces in eV/Å.

Charge: 0
Gap between HOMO and LUMO in eV: 10.18
Structure (SMILES): C=C(OO)C(C)(C)C
HOMO level in eV: -9.3312
LUMO in Ha: 0.0314


[4]
2 unconnected molecules or ions with the total composition C6H12O2 at a distorted geometry, computed with the ωB97M-V functional and the def2-TZVPD basis.

```
20
Properties=species:S:1:pos:R:3:forces:R:3
C 2.25501 0.68257 2.02361 0.01 -0.83 0.13
C 1.64148 -0.32127 1.07683 -0.70 1.32 -0.07
C 0.57120 -0.04884 0.33267 -0.29 -0.93 -0.50
C 0.03646 -1.05050 -0.68778 0.41 -0.41 1.24
C -0.21746 -0.43979 -2.06279 -0.21 0.22 -0.51
C -1.57964 0.18148 -2.07701 -0.81 0.15 1.47
O -1.80047 1.23844 -1.52315 0.28 0.05 -0.44
H 2.13408 0.41414 3.08093 -0.10 -0.06 -0.19
H 1.83873 1.67358 1.87420 0.05 0.08 -0.06
H 3.32506 0.66998 1.83882 0.22 0.38 0.03
H 2.13082 -1.26514 0.91276 0.27 -0.27 0.12
H -0.03249 0.85829 0.40713 0.51 0.11 0.14
H -0.84153 -1.53287 -0.24260 -0.42 0.24 -0.36
H 0.72033 -1.90556 -0.74294 0.20 0.33 -0.26
H -0.09260 -1.19288 -2.84594 -0.04 0.22 0.01
H 0.44171 0.41422 -2.21053 0.44 -0.24 -0.16
H -2.47590 -0.39447 -2.35493 0.18 -0.36 -0.59
O -2.83836 0.64906 1.43384 0.25 -0.12 -0.42
H -1.95215 0.38011 1.13550 -0.50 0.20 0.18
H -3.26429 0.98945 0.63139 0.26 -0.07 0.25
```
Positions in Å, forces in eV/Å.

Charge: 0
Gap between HOMO and LUMO in eV: 10.36
Structure (SMILES): C/C=C/CCC=O.O
HOMO level in eV: -9.5732
LUMO in Ha: 0.0289


[5]
2 unconnected molecules or ions with the total composition C6H12O2 at a distorted geometry, computed with the ωB97M-V functional and the def2-TZVPD basis.

```
20
Properties=species:S:1:pos:R:3:forces:R:3
C 0.01884 3.06873 -1.31650 0.28 0.40 0.12
C -0.10470 1.64399 -0.83327 -0.49 0.71 -0.41
C -1.13771 1.27655 -0.08266 0.92 -0.27 0.51
C -1.27680 -0.10239 0.42627 -0.43 -0.50 -0.52
C -0.41301 -0.76833 1.17957 1.07 0.85 -0.04
C -0.39085 -2.21167 1.51543 -0.55 -0.40 0.41
O 0.65579 -0.05776 1.77191 -0.34 -0.27 -0.02
H 0.29679 3.74602 -0.50207 -0.24 -0.09 0.08
H 0.77840 3.26711 -2.06872 0.12 -0.48 -0.18
H -0.91940 3.40940 -1.74706 -0.14 0.10 0.10
H 0.61735 0.92812 -1.18999 0.16 -0.28 0.08
H -1.81767 2.05303 0.24196 -0.37 -0.07 -0.04
H -2.09840 -0.68761 0.02594 -0.15 0.01 0.10
H -0.40694 -2.32339 2.59961 0.17 -0.03 0.09
H 0.48276 -2.73658 1.12718 0.10 0.22 0.00
H -1.25585 -2.74913 1.14016 -0.19 0.09 -0.21
H 1.44699 -0.14585 1.23413 0.00 0.00 -0.02
O 1.49948 -2.58304 -1.15934 -0.89 -0.32 -0.24
H 2.05665 -2.99305 -1.83247 0.33 0.48 0.55
H 1.96828 -2.03415 -0.53010 0.62 -0.18 -0.38
```
Positions in Å, forces in eV/Å.

Charge: 0
Gap between HOMO and LUMO in eV: 9.22
Structure (SMILES): C/C=C/C=C(/C)O.O
HOMO level in eV: -8.7493
LUMO in Ha: 0.0175


[6]
2 unconnected molecules or ions with the total composition C6H12O2 at a distorted geometry, computed with the ωB97M-V functional and the def2-TZVPD basis.

```
20
Properties=species:S:1:pos:R:3:forces:R:3
C -1.86972 -1.07459 -0.33953 -0.41 -0.88 -1.26
C -0.54055 -1.10470 -0.31133 -0.29 -0.18 0.21
C 0.31875 -1.97526 -1.16998 -0.76 -1.93 0.66
C 0.22337 -0.30933 0.68127 0.52 -0.45 0.24
C 0.83273 0.94721 0.03365 2.23 -0.53 -0.04
C 2.34884 0.74785 0.35368 -1.57 1.67 -0.25
O 2.92421 1.49465 1.09106 0.75 -0.34 0.14
H -2.49149 -1.82287 -0.86201 0.64 0.50 -0.21
H -2.44065 -0.23918 -0.00223 -0.18 0.25 1.14
H 0.44040 -1.74293 -2.20328 -0.11 0.73 -0.70
H -0.13417 -2.97110 -1.16344 -0.15 -0.10 -0.24
H 1.28789 -2.17876 -0.75391 0.61 0.33 0.28
H -0.33757 -0.12289 1.59219 -0.37 0.61 -0.21
H 1.01681 -1.02789 1.10231 -0.63 1.10 -0.80
H 0.44210 1.89660 0.37880 0.19 -0.03 0.64
H 0.80460 1.05018 -1.06366 -0.47 -0.82 0.17
H 2.81639 -0.12368 -0.15521 0.04 0.06 0.24
O -1.99986 2.86355 1.35390 0.38 -0.09 -1.31
H -2.30113 2.33755 0.59700 -0.56 -0.35 0.55
H -1.34095 3.35560 0.84071 0.16 0.46 0.75
```
Positions in Å, forces in eV/Å.

Charge: 0
Gap between HOMO and LUMO in eV: 9.86
Structure (SMILES): C=C(C)CCC=O.O
HOMO level in eV: -9.1692
LUMO in Ha: 0.0254


[7]
2 unconnected molecules or ions with the total composition C6H12O3 at a distorted geometry, computed with the ωB97M-V functional and the def2-TZVPD basis.

```
21
Properties=species:S:1:pos:R:3:forces:R:3
C -2.59023 0.36615 -0.00507 -0.01 0.06 -0.16
C -1.62031 -0.74869 0.14321 1.64 0.44 0.89
C -0.53899 -0.74430 0.98490 -4.63 -1.38 0.24
O 0.09205 -1.93618 1.27724 1.01 0.48 -0.34
O -0.52464 0.15565 2.02078 1.44 -0.48 -0.31
H -2.26333 1.28006 0.49343 -0.07 -0.11 0.02
H -2.76408 0.57759 -1.06412 0.00 0.10 0.07
H -3.54682 0.04593 0.42572 0.02 0.20 -0.02
H -1.76690 -1.59377 -0.51888 0.29 -0.02 0.02
H 0.05944 -2.48247 0.47320 0.05 0.23 0.39
H 0.25252 -0.08169 2.55121 -0.18 0.27 0.07
C 2.28545 -0.50519 -0.60805 -0.64 -0.83 1.05
C 0.96846 0.18951 -0.88696 0.32 0.47 -5.69
C 0.95546 1.65671 -0.50315 -0.85 -0.36 1.00
O 0.30545 -0.18979 -1.89821 1.50 0.75 3.05
H 3.05003 -0.12316 -1.28851 -0.22 0.18 0.05
H 2.59393 -0.34005 0.42788 0.20 -0.06 -0.13
H 2.17798 -1.57780 -0.78343 0.11 0.11 -0.01
H 1.59817 2.21585 -1.18666 -0.02 -0.26 -0.10
H 1.33908 1.79165 0.51118 -0.08 0.14 -0.07
H -0.06273 2.04398 -0.56569 0.14 0.08 -0.02
```
Positions in Å, forces in eV/Å.

Charge: 0
Gap between HOMO and LUMO in eV: 8.31
Structure (SMILES): CC=C(O)O.CC(C)=O
HOMO level in eV: -7.9509
LUMO in Ha: 0.0132


[8]
C6H12O3S4 in the gas phase at a distorted geometry, computed with the ωB97M-V functional and the def2-TZVPD basis.

```
25
Properties=species:S:1:pos:R:3:forces:R:3
O 1.10163 1.67374 -2.50846 0.97 0.72 0.59
O -0.51758 3.12458 -3.56879 0.60 0.77 2.17
O -1.10597 1.62669 -1.72542 -0.54 0.92 0.70
S -0.71417 -1.87309 2.16195 -0.71 -0.61 0.89
S 0.37021 3.88014 -0.76896 -0.10 0.57 0.48
S 1.56615 0.01019 0.74044 0.34 1.27 -0.34
C 0.97553 -1.57956 2.84950 -1.00 -0.76 -0.53
C -0.47866 -1.78651 0.37769 1.33 -0.21 -0.16
C 0.56266 2.74779 0.66800 0.21 -0.78 -0.77
C 1.33221 -0.14575 2.55881 0.06 -0.08 -0.38
C -0.04390 -0.38080 -0.02185 -0.29 -0.95 -0.36
C 1.79534 1.83974 0.45086 -0.11 0.51 -0.16
S -0.09020 2.50224 -2.31311 -1.01 -3.06 -2.67
H 0.89102 -1.75217 3.93824 -0.02 0.08 -0.57
H 1.64571 -2.34060 2.42001 0.05 0.45 0.22
H 0.30462 -2.52223 0.13956 -0.34 0.07 -0.25
H -1.39131 -2.04362 -0.19700 0.38 0.10 0.74
H -0.31766 2.14347 0.83619 -0.47 0.09 -0.28
H 0.70178 3.32473 1.57331 0.02 0.48 -0.06
H 2.25480 0.13848 3.07131 0.06 0.25 -0.43
H 0.49598 0.47514 2.86104 0.06 0.31 0.05
H -0.83615 0.25254 0.30332 -0.17 0.98 0.30
H -0.00234 -0.27559 -1.11849 0.66 0.29 0.43
H 2.59057 2.22750 1.09035 0.20 -0.73 0.16
H 2.13916 1.96237 -0.58911 -0.20 -0.67 0.24
```
Positions in Å, forces in eV/Å.

Charge: 0
Gap between HOMO and LUMO in eV: 8.38
HOMO level in eV: -8.6759
LUMO in Ha: -0.0108